DFT (wB97M-V/def2-TZVPD) results for one molecule with the formula C20H35NOS.

Last column: natural (NBO) charge in e.
Positions of all 58 atoms, in Å:
C: 9.691 0.305 0.397  -0.599
C: 8.203 0.245 0.717  -0.394
C: 7.371 0.963 -0.344  -0.387
C: 5.880 1.027 -0.012  -0.385
C: 5.193 -0.337 -0.033  -0.391
C: 3.685 -0.217 0.174  -0.391
C: 3.001 -1.582 0.164  -0.393
C: 1.495 -1.498 0.418  -0.208
N: 0.816 -0.962 -0.743  -0.634
C: -0.625 -1.039 -0.744  -0.043
C: -1.124 -0.704 -2.147  -0.621
C: -1.283 -0.098 0.314  0.071
O: -0.822 1.213 0.050  -0.728
C: -2.782 -0.226 0.285  -0.081
C: -3.404 -1.290 0.931  -0.193
C: -4.774 -1.430 0.895  -0.219
C: -5.559 -0.508 0.206  -0.175
S: -7.301 -0.813 0.198  0.234
C: -8.069 0.824 -0.169  -0.309
C: -9.557 0.581 -0.360  -0.616
C: -7.793 1.797 0.965  -0.623
C: -4.946 0.549 -0.451  -0.257
C: -3.571 0.686 -0.404  -0.152
H: 10.269 -0.218 1.156  0.206
H: 9.892 -0.159 -0.566  0.200
H: 10.033 1.337 0.356  0.199
H: 8.022 0.709 1.690  0.192
H: 7.894 -0.799 0.783  0.194
H: 7.749 1.983 -0.450  0.197
H: 7.504 0.461 -1.306  0.192
H: 5.389 1.676 -0.741  0.198
H: 5.749 1.482 0.973  0.192
H: 5.385 -0.822 -0.993  0.194
H: 5.609 -0.973 0.750  0.194
H: 3.266 0.408 -0.617  0.191
H: 3.491 0.279 1.129  0.193
H: 3.450 -2.211 0.936  0.196
H: 3.160 -2.063 -0.802  0.206
H: 1.103 -2.507 0.585  0.188
H: 1.321 -0.914 1.338  0.157
H: 1.086 0.004 -0.894  0.365
H: -0.910 -2.067 -0.489  0.191
H: -2.189 -0.902 -2.233  0.214
H: -0.587 -1.310 -2.870  0.222
H: -0.938 0.345 -2.360  0.212
H: -0.927 -0.418 1.309  0.167
H: -1.262 1.819 0.654  0.476
H: -2.805 -2.009 1.471  0.212
H: -5.256 -2.254 1.399  0.220
H: -7.634 1.179 -1.106  0.206
H: -9.994 0.179 0.552  0.212
H: -9.729 -0.130 -1.165  0.221
H: -10.058 1.515 -0.605  0.216
H: -6.723 1.930 1.116  0.220
H: -8.226 1.422 1.890  0.214
H: -8.235 2.766 0.740  0.208
H: -5.523 1.268 -1.012  0.212
H: -3.102 1.509 -0.924  0.215

Results
SMILES: CCCCCCCCN[C@H](C)[C@@H](O)c1ccc(SC(C)C)cc1
E_HOMO: -7.903 eV
2S+1: 1


DFT (wB97M-V/def2-TZVPD) results for a 4-piece molecular cluster, C37H71FN4O9P overall at a distorted geometry.

Last column: Mulliken charge in e.
Positions of all 123 atoms, in Å:
C: 1.521 -4.385 -3.899  -0.631
C: 1.096 -4.577 -2.662  -0.193
O: -0.258 -4.839 -2.415  -0.395
P: -1.013 -3.832 -1.423  0.402
O: -1.071 -4.315 -0.048  -0.778
O: -0.271 -2.455 -1.551  0.257
C: -0.586 -1.567 -2.655  0.193
C: 0.151 -0.265 -2.411  -1.152
N: 1.539 -0.534 -2.059  0.522
C: 2.052 0.224 -0.906  -0.611
C: 2.113 -0.626 0.384  -0.864
C: 2.388 -0.565 -3.161  0.730
C: 3.806 -0.985 -2.865  -1.353
O: 2.015 -0.338 -4.294  -0.667
O: -2.473 -3.655 -2.062  -0.194
C: -2.897 -4.505 -3.136  -0.371
C: -2.375 -4.025 -4.461  0.575
O: -1.754 -4.646 -5.229  -0.476
F: -2.696 -2.753 -4.702  -0.198
H: 0.797 -4.147 -4.667  0.157
H: 2.565 -4.499 -4.142  0.332
H: 1.735 -4.527 -1.790  0.502
H: -0.202 -2.002 -3.580  0.194
H: -1.657 -1.408 -2.716  0.034
H: -0.361 0.212 -1.575  0.306
H: 0.045 0.392 -3.272  0.363
H: 3.049 0.604 -1.099  0.429
H: 1.387 1.060 -0.707  0.554
H: 3.129 -0.649 0.776  0.250
H: 1.830 -1.654 0.173  0.096
H: 1.458 -0.227 1.154  0.317
H: 4.176 -1.467 -3.765  0.448
H: 3.846 -1.656 -2.014  0.122
H: 4.430 -0.113 -2.682  0.341
H: -3.982 -4.420 -3.153  0.381
H: -2.625 -5.542 -2.980  0.378
C: -5.707 2.908 -1.890  -1.724
C: -4.595 1.855 -2.130  2.018
C: -5.135 0.680 -2.955  -1.278
C: -5.993 -0.315 -2.172  -0.461
C: -5.286 -0.751 -0.890  -1.186
C: -4.862 0.433 -0.025  1.747
N: -4.035 1.390 -0.823  0.487
O: -2.842 0.925 -0.978  -0.254
C: -6.112 1.117 0.555  -1.456
C: -4.068 -0.047 1.181  -1.688
C: -3.506 2.550 -2.939  -1.885
H: -5.651 3.323 -0.884  0.138
H: -5.597 3.748 -2.574  0.514
H: -6.709 2.506 -2.039  0.327
H: -4.289 0.134 -3.386  0.262
H: -5.704 1.081 -3.797  0.359
H: -6.972 0.115 -1.945  0.308
H: -6.186 -1.190 -2.796  0.465
H: -5.933 -1.407 -0.305  0.466
H: -4.402 -1.343 -1.153  -0.027
H: -5.836 1.997 1.139  -0.107
H: -6.623 0.421 1.220  0.479
H: -6.839 1.421 -0.194  0.340
H: -3.192 -0.630 0.902  0.175
H: -4.698 -0.680 1.805  0.492
H: -3.738 0.800 1.787  0.329
H: -3.045 3.356 -2.367  0.449
H: -3.953 2.975 -3.837  0.522
H: -2.724 1.862 -3.251  0.162
C: 9.551 -2.355 -1.632  -1.750
C: 8.481 -1.629 -0.776  1.950
C: 8.869 -1.655 0.707  -1.316
C: 8.618 -2.988 1.413  -0.512
C: 7.197 -3.482 1.151  -1.230
C: 6.872 -3.563 -0.338  1.999
N: 7.137 -2.248 -0.998  0.407
O: 6.194 -1.412 -0.721  -0.468
C: 7.692 -4.694 -0.981  -1.853
C: 5.412 -3.950 -0.539  -2.285
C: 8.462 -0.179 -1.244  -2.094
H: 9.095 -2.938 -2.430  0.317
H: 10.211 -1.636 -2.116  0.488
H: 10.184 -3.019 -1.042  0.338
H: 8.303 -0.880 1.232  0.432
H: 9.923 -1.381 0.794  0.349
H: 9.350 -3.736 1.098  0.303
H: 8.764 -2.858 2.487  0.399
H: 7.048 -4.464 1.603  0.414
H: 6.489 -2.805 1.640  0.346
H: 7.514 -4.740 -2.057  0.373
H: 7.387 -5.647 -0.550  0.428
H: 8.763 -4.610 -0.819  0.369
H: 4.732 -3.260 -0.044  0.293
H: 5.243 -4.942 -0.121  0.466
H: 5.161 -3.979 -1.601  0.549
H: 8.129 -0.103 -2.280  0.453
H: 9.472 0.225 -1.176  0.515
H: 7.813 0.442 -0.630  0.341
C: -2.031 5.788 4.006  -2.008
C: -2.778 4.533 3.485  2.313
C: -4.117 4.928 2.852  -0.697
C: -5.229 5.249 3.850  -0.555
C: -5.356 4.144 4.895  -1.258
C: -4.034 3.849 5.601  1.640
N: -2.969 3.548 4.597  0.353
O: -3.121 2.358 4.124  -0.533
C: -3.651 5.043 6.492  -1.746
C: -4.195 2.667 6.546  -1.877
C: -1.898 3.921 2.401  -1.788
H: -1.532 5.590 4.953  0.327
H: -1.253 6.092 3.307  0.519
H: -2.690 6.647 4.140  0.339
H: -4.459 4.106 2.214  -0.291
H: -3.950 5.782 2.192  0.422
H: -5.050 6.215 4.330  0.307
H: -6.175 5.351 3.313  0.440
H: -6.107 4.414 5.641  0.421
H: -5.717 3.233 4.408  0.300
H: -2.684 4.876 6.969  0.360
H: -4.397 5.157 7.278  0.428
H: -3.609 5.992 5.965  0.342
H: -4.553 1.776 6.033  0.371
H: -4.920 2.921 7.319  0.420
H: -3.249 2.425 7.032  0.444
H: -0.954 3.564 2.815  0.486
H: -1.680 4.684 1.653  0.461
H: -2.383 3.089 1.895  0.065

Results
⟨S²⟩: 3.76
E_HOMO (alpha / beta): -8.399 / -9.067 eV
2S+1: 4


DFT (wB97M-V/def2-TZVPD) results for one molecule with the formula C24H27N3 at a distorted geometry.

Last column: natural (NBO) charge in e.
Positions of all 54 atoms, in Å:
C: -5.980 -0.129 2.907  -0.625
C: -4.486 -0.430 2.697  -0.009
C: -3.514 0.072 3.546  -0.225
C: -2.149 -0.179 3.250  -0.188
C: -1.794 -0.894 2.089  -0.085
C: -0.321 -1.157 1.610  -0.030
C: 0.648 -0.110 2.072  -0.236
C: 2.014 -0.303 2.380  0.346
C: 2.904 -1.565 2.541  -0.118
C: 2.348 -2.313 3.737  -0.592
C: 4.384 -1.213 2.822  -0.616
C: 2.862 -2.520 1.346  -0.595
N: 2.633 0.917 2.473  -0.546
C: 1.714 1.947 2.345  0.113
C: 1.858 3.315 2.504  -0.236
C: 0.737 4.131 2.327  -0.223
C: -0.510 3.553 2.018  -0.232
C: -0.672 2.159 1.933  -0.219
C: 0.427 1.322 2.166  -0.006
N: -0.349 -1.684 0.068  -0.358
C: -0.408 -2.949 -0.460  0.125
N: -0.179 -2.961 -1.782  -0.455
C: 0.051 -1.598 -2.074  0.094
C: 0.277 -1.131 -3.460  -0.637
C: -0.015 -0.824 -0.925  -0.118
C: -2.801 -1.536 1.416  -0.130
C: -4.149 -1.283 1.670  -0.234
H: -6.575 -0.729 2.226  0.213
H: -6.281 -0.349 3.931  0.216
H: -6.178 0.928 2.712  0.218
H: -3.824 0.654 4.422  0.216
H: -1.416 0.287 3.916  0.227
H: 0.017 -2.159 1.891  0.222
H: 1.283 -2.522 3.604  0.214
H: 2.874 -3.265 3.869  0.210
H: 2.456 -1.724 4.662  0.212
H: 4.855 -0.648 2.002  0.212
H: 4.506 -0.656 3.765  0.208
H: 4.968 -2.126 2.924  0.226
H: 3.228 -2.056 0.421  0.222
H: 3.518 -3.397 1.550  0.210
H: 1.861 -2.902 1.164  0.214
H: 3.612 1.105 2.673  0.421
H: 2.835 3.736 2.794  0.212
H: 0.816 5.225 2.425  0.218
H: -1.382 4.186 1.869  0.214
H: -1.631 1.722 1.710  0.226
H: -0.621 -3.872 0.043  0.204
H: 0.494 -0.065 -3.494  0.212
H: 1.111 -1.655 -3.934  0.218
H: -0.587 -1.310 -4.106  0.219
H: 0.127 0.254 -0.751  0.230
H: -2.540 -2.181 0.592  0.212
H: -4.907 -1.759 1.060  0.213

Results
SMILES: Cc1ccc([C@H](c2c(C(C)(C)C)[nH]c3ccccc23)n2cnc(C)c2)cc1
E_HOMO: -8.019 eV
2S+1: 1


no.,total energy (hartree)
1,-1311.2682
2,-2789.7237
3,-1094.9944